{
  "formula": "C29H32Cl2N7O3PdSi2Te",
  "method": "wB97M-V/def2-TZVPD",
  "elements": ["Pd", "Cl", "C", "C", "C", "N", "C", "O", "C", "C", "C", "C", "C", "N", "C", "C", "C", "Cl", "N", "C", "O", "C", "C", "C", "C", "C", "N", "H", "H", "H", "H", "H", "H", "H", "H", "H", "H", "C", "Si", "C", "C", "C", "Te", "C", "Si", "C", "C", "C", "H", "H", "H", "H", "H", "H", "H", "H", "H", "H", "H", "H", "H", "H", "H", "H", "H", "H", "H", "H", "H", "H", "O", "N", "C", "C", "N", "C", "N"],
  "xyz": [[-14.849, -5.979, -6.410], [-19.314, -0.578, -7.212], [-18.177, -1.678, -6.608], [-17.699, -2.659, -7.403], [-16.799, -3.621, -6.871], [-16.283, -4.664, -7.518], [-16.982, -5.160, -8.576], [-17.711, -4.586, -9.367], [-16.926, -6.686, -8.579], [-17.742, -7.416, -9.436], [-17.848, -8.773, -9.207], [-17.129, -9.362, -8.160], [-16.268, -8.576, -7.408], [-16.162, -7.244, -7.626], [-16.374, -3.480, -5.518], [-16.800, -2.357, -4.763], [-17.728, -1.513, -5.302], [-18.258, -0.184, -4.319], [-15.513, -4.398, -5.114], [-14.771, -4.382, -3.905], [-15.192, -3.899, -2.875], [-13.407, -4.973, -4.090], [-12.505, -4.922, -3.032], [-11.165, -5.161, -3.320], [-10.778, -5.470, -4.617], [-11.777, -5.624, -5.575], [-13.043, -5.317, -5.352], [-17.976, -2.713, -8.395], [-18.350, -6.913, -10.165], [-18.568, -9.306, -9.831], [-17.223, -10.436, -8.027], [-15.647, -8.984, -6.637], [-16.371, -2.220, -3.825], [-12.903, -4.683, -2.058], [-10.361, -5.030, -2.602], [-9.755, -5.595, -4.820], [-11.624, -5.955, -6.555], [-14.624, -7.071, 0.544], [-14.797, -8.232, -0.907], [-15.565, -9.816, -0.436], [-13.200, -8.461, -1.825], [-15.982, -7.381, -2.115], [-17.221, -8.633, -3.327], [-19.075, -7.990, -2.536], [-19.945, -6.456, -3.245], [-19.706, -6.431, -5.052], [-21.734, -6.550, -2.743], [-19.172, -5.022, -2.410], [-14.029, -7.538, 1.286], [-15.581, -6.809, 0.963], [-14.123, -6.157, 0.241], [-14.908, -10.333, 0.273], [-15.569, -10.439, -1.286], [-16.567, -9.731, 0.014], [-12.354, -8.583, -1.158], [-13.127, -7.495, -2.358], [-13.227, -9.232, -2.568], [-15.355, -6.741, -2.754], [-16.705, -6.757, -1.628], [-18.879, -7.813, -1.465], [-19.809, -8.777, -2.623], [-20.072, -7.379, -5.480], [-18.629, -6.419, -5.403], [-20.201, -5.605, -5.533], [-22.220, -7.289, -3.372], [-22.215, -5.605, -2.976], [-21.828, -6.775, -1.685], [-18.081, -4.976, -2.427], [-19.470, -4.905, -1.365], [-19.514, -4.175, -2.952], [-14.614, -7.682, -4.936], [-13.493, -8.119, -5.441], [-13.322, -9.411, -5.450], [-14.274, -10.339, -4.933], [-15.103, -10.982, -4.424], [-12.275, -9.982, -6.236], [-11.506, -10.278, -7.025]],
  "forces_ev_per_angstrom": [[-0.6074, 0.4154, 0.0630], [-0.4715, 0.4164, -0.4527], [-0.5284, 0.3520, -0.4706], [0.7728, -0.8379, 1.3535], [-0.3549, 0.9764, -0.3856], [0.0087, 0.0528, -0.3990], [-0.5270, -0.8022, -0.9928], [0.5689, -0.3100, 0.4357], [0.3479, 0.4547, -0.0827], [0.2571, 0.0501, 0.8402], [-0.3022, 0.0433, 0.0476], [-0.1222, -0.0855, -0.7300], [-0.3376, 0.4892, -0.8578], [-0.6536, -1.0594, -0.0114], [0.0620, 0.8160, 0.4797], [-0.5314, -0.5431, -1.4513], [0.8439, 0.3697, 1.9817], [0.0389, -0.2657, -0.2797], [1.6045, -0.9851, 1.2346], [-1.6629, 0.3216, -1.0359], [0.5925, -0.3481, 0.0633], [0.7060, 0.5051, -0.0406], [-0.2986, -0.2470, -0.6833], [0.4584, 0.2860, -0.2361], [-1.5781, 0.0253, 0.6403], [-0.1381, 0.4959, 0.5789], [-0.5857, 0.1482, 1.4571], [-0.5783, -0.0940, -1.7410], [0.0424, 0.2044, -0.1827], [0.4291, -0.2826, 0.3079], [0.1632, 0.2013, 0.3408], [0.0863, -0.1118, 0.2455], [0.2848, 0.3581, 1.4906], [0.1982, 0.1861, 0.1508], [-0.3816, -0.1138, 0.2456], [0.9962, -0.2880, -0.5183], [0.7635, -0.4463, -1.2785], [-0.1178, 0.1811, -1.1671], [0.0129, 0.1887, 0.2834], [-0.0676, 0.0098, 1.5489], [-0.4102, 1.1758, 0.1355], [-0.1375, 0.0049, -0.8668], [0.1974, 0.5153, 0.0530], [0.4513, -0.0557, 0.5525], [0.2682, 0.1084, 0.8689], [1.3893, -0.9637, -1.2777], [0.4676, -0.0713, -0.5859], [0.6862, -0.0551, 0.6415], [0.5939, -0.4431, 0.8742], [-0.4088, 0.0813, 0.2221], [0.0756, 0.2396, -0.0061], [-0.1823, 0.0523, 0.1196], [-0.3254, -0.9693, -1.1945], [0.3213, -0.0919, -0.1989], [0.1959, -0.0541, -0.0009], [0.4580, -0.3445, 0.0793], [0.0200, -0.5623, -0.3429], [-0.3879, -0.3005, -0.1878], [-0.3434, 0.4173, 0.4686], [-0.1630, -0.0527, -0.2837], [0.0262, -0.6780, -0.0472], [-0.2419, 0.3302, 0.0208], [-0.8734, 0.2498, 0.6080], [-0.3113, 0.3139, -0.2702], [-0.2953, -0.3399, 0.1844], [-0.0813, 0.2325, 0.1586], [-0.2151, -0.0695, 0.0501], [0.0385, -0.1105, -0.1651], [-0.1273, -0.0628, -0.1095], [-0.3212, 1.1541, -0.3617], [0.3819, -0.0550, 0.0532], [-0.1543, -0.5482, -0.0556], [-0.0085, -0.5275, -0.2636], [-1.7964, -0.6601, 1.4529], [1.2672, 0.9178, -0.8675], [-0.2892, 1.0780, 0.2557], [0.8420, -0.5829, -0.5059]],
  "total_energy_ev": -98729.52316,
  "e_above_lowest_kcal_mol": 0.00,
  "largest_force_ha_per_bohr": 0.0467,
  "charge": 1,
  "lumo_energy_ev": [-3.20, -5.71],
  "e_homo_ev": [-10.4, -11.2],
  "orbital_gap_ev": [7.2060, 5.4940],
  "s2": 6.028,
  "multiplicity": 5
}